Record 1
93
Properties=species:S:1:pos:R:3:forces:R:3 method="wB97M-V/def2-TZVPD" homo_lumo_gap_ev=7.0 energy_ev=-120234.3259 homo_energy_ev=-7.89 e_lumo_ev=-0.925 relative_energy_kcal_mol=12.9
Ti 0.09001 0.14643 -0.53623 0.316 0.165 0.529
C 3.29755 1.76972 1.11198 -0.004 0.011 -0.009
C 2.50037 1.71864 2.41035 -0.018 -0.030 0.015
C 1.11086 1.10361 2.18834 -0.030 0.059 -0.005
N 0.51236 1.50652 0.91349 -0.051 -0.099 -0.232
C 0.10461 2.77998 0.75486 -0.220 0.069 0.043
C 0.03958 3.67552 1.82351 0.180 -0.027 -0.019
C -0.32245 5.01506 1.90944 -0.029 0.000 0.009
C -0.66295 5.89639 0.91219 -0.006 0.039 -0.003
C -0.76576 5.57738 -0.43501 -0.001 0.005 0.001
C -0.66004 4.35982 -1.06870 -0.121 -0.067 0.005
C -0.39908 3.05414 -0.59027 0.138 0.071 -0.072
N -0.53076 1.97018 -1.36074 -0.081 -0.079 -0.011
C -1.29228 2.18524 -2.60671 0.006 0.032 0.004
C -1.55017 0.99892 -3.53976 0.011 0.007 -0.002
C -1.71018 -0.34790 -2.85802 -0.023 -0.032 0.046
N -0.42828 -0.64656 -2.24801 0.030 0.062 0.114
C 0.54077 -1.26286 -2.96113 -0.055 -0.039 0.017
C 0.26202 -2.31658 -3.81658 -0.006 0.037 -0.067
C 1.08773 -3.03934 -4.68236 -0.012 -0.001 0.020
C 2.38400 -2.78846 -5.05044 0.015 -0.004 -0.010
C 3.16321 -1.71536 -4.60386 -0.002 0.019 -0.008
C 2.93682 -0.82279 -3.58944 0.110 -0.064 0.129
C 1.87537 -0.74676 -2.64185 -0.100 0.029 -0.185
N 1.94047 -0.04946 -1.52925 -0.191 -0.080 0.177
C 3.26459 0.40219 -1.08322 0.001 -0.007 -0.020
C 3.43553 0.39875 0.43601 0.040 -0.007 0.025
H 4.28454 2.19461 1.30723 0.006 -0.013 0.005
H 2.80597 2.46424 0.42697 -0.019 0.009 0.001
H 2.42857 2.72433 2.82768 -0.011 0.020 -0.014
H 3.02082 1.11127 3.15729 -0.002 -0.004 -0.016
H 0.44054 1.32175 3.02478 -0.024 0.027 0.007
H 1.19161 0.02473 2.16145 0.009 -0.071 -0.013
H 0.29349 3.24513 2.78036 0.003 -0.029 0.011
H -0.31514 5.41556 2.91752 -0.002 0.000 -0.008
H -0.87629 6.91876 1.19839 0.007 -0.025 -0.010
H -1.01163 6.40320 -1.09414 0.004 -0.012 0.011
H -0.85958 4.42201 -2.12598 0.004 0.000 0.000
H -0.78453 2.93174 -3.22165 0.013 0.039 -0.002
H -2.25477 2.61744 -2.31321 -0.023 -0.005 0.020
H -0.73619 0.90347 -4.26330 0.041 -0.005 0.012
H -2.44792 1.24161 -4.11252 -0.016 -0.003 -0.012
H -2.00705 -1.11044 -3.57548 0.004 -0.023 -0.088
H -2.47711 -0.32433 -2.09305 -0.040 0.007 0.040
H -0.75867 -2.67247 -3.76017 -0.010 0.006 0.015
H 0.60885 -3.88989 -5.15465 0.015 -0.007 -0.006
H 2.82913 -3.43765 -5.79380 -0.021 0.000 0.004
H 4.10085 -1.57327 -5.13073 0.006 0.008 0.008
H 3.70337 -0.07024 -3.46331 0.000 -0.017 -0.013
H 3.45626 1.40610 -1.48006 0.017 0.009 -0.013
H 4.01184 -0.26550 -1.50833 -0.014 -0.050 0.010
H 4.42167 -0.01314 0.66108 0.016 0.041 -0.001
H 2.73337 -0.32634 0.84878 -0.034 -0.019 -0.010
C 2.75516 -5.29823 0.99524 0.000 0.005 -0.002
C 3.66815 -4.31345 1.34416 -0.031 0.026 0.013
C 3.70519 -3.15216 0.58851 -0.068 -0.064 -0.014
N 2.91339 -2.92976 -0.46055 0.168 -0.013 -0.064
C 2.04503 -3.88492 -0.78824 0.047 0.082 0.054
C 1.92632 -5.07950 -0.09159 -0.013 -0.017 0.001
H 2.68770 -6.21571 1.56581 0.002 0.001 -0.001
H 4.33413 -4.43473 2.18813 -0.007 -0.008 -0.004
H 4.39836 -2.35696 0.84609 0.004 -0.039 -0.031
H 1.38975 -3.67422 -1.62582 0.035 -0.025 0.012
H 1.18637 -5.80800 -0.39484 0.006 0.013 0.017
F -4.10482 -1.52063 -0.37651 -0.061 0.085 -0.004
C -4.46272 -0.25106 -0.15237 0.062 -0.031 0.014
F -4.63218 0.35648 -1.32902 0.020 -0.022 -0.036
F -5.60168 -0.23812 0.50987 -0.027 -0.051 0.044
S -3.10666 0.57923 0.82089 -0.169 0.027 0.027
O -1.91784 -0.04041 0.23515 0.170 -0.157 -0.299
O -3.38366 0.25344 2.18037 0.026 -0.001 0.096
N -3.07274 2.07948 0.42102 0.168 -0.009 -0.040
S -4.19010 3.13580 0.83987 -0.027 0.088 0.065
O -5.50653 2.57910 0.83672 -0.110 -0.009 -0.034
O -3.91461 4.35400 0.14597 0.057 -0.019 -0.013
C -3.84432 3.52938 2.64637 0.021 -0.034 -0.044
F -3.73122 4.84774 2.80123 -0.012 0.093 -0.015
F -4.84292 3.10101 3.40384 -0.053 -0.054 0.065
F -2.71369 2.96756 3.07437 0.088 -0.027 -0.007
O -0.87251 -3.08646 -0.24418 -0.026 -0.003 0.047
C -0.49414 -2.41982 0.69266 -0.043 -0.008 -0.037
O 0.35706 -1.40403 0.55696 -0.082 0.275 -0.169
C -0.97349 -2.65707 2.08894 -0.039 -0.127 -0.053
C -0.22790 -2.28371 3.19982 0.026 0.027 -0.026
C -0.71836 -2.51725 4.47510 0.008 0.000 0.039
C -1.96351 -3.10790 4.64324 0.014 0.006 -0.004
C -2.70992 -3.48416 3.53467 0.002 -0.005 -0.018
C -2.20996 -3.27183 2.25987 0.002 0.028 0.031
H 0.74379 -1.82919 3.06089 -0.005 0.005 0.007
H -0.13091 -2.23400 5.34008 -0.017 -0.008 -0.020
H -2.35283 -3.27505 5.63959 0.005 0.006 -0.007
H -3.68358 -3.94000 3.66515 0.026 0.014 -0.006
H -2.77352 -3.55998 1.38278 0.003 -0.004 -0.012

---

Record 2
15
Properties=species:S:1:pos:R:3:forces:R:3 method="wB97M-V/def2-TZVPD" homo_lumo_gap_ev=9.1 energy_ev=-21039.0173 homo_energy_ev=-8.68 e_lumo_ev=0.455 smiles="NC(=S)Nn1ccnc1" relative_energy_kcal_mol=37.2
N -1.54969 1.14098 0.38867 2.532 2.523 0.209
C -2.01248 0.02816 -0.17793 -0.145 -1.057 -0.534
S -3.62142 -0.28197 -0.26019 -0.602 -0.190 -0.246
N -1.10473 -0.94364 -0.56896 0.906 -2.438 -3.034
N 0.26527 -0.64011 -0.47654 -1.951 -0.044 -0.940
C 1.02908 -0.89975 0.61104 -0.960 -0.431 -0.058
C 2.19381 -0.24427 0.29942 0.665 -1.689 2.272
N 2.12084 0.40068 -0.84858 0.366 0.423 -2.280
C 0.95535 0.10215 -1.36556 1.593 -0.479 3.862
H -0.61391 1.66665 0.25418 -1.851 -2.029 0.038
H -2.26504 1.79011 0.66471 -0.292 -0.158 0.050
H -1.28892 -1.71167 -1.43836 -0.018 3.189 3.553
H 0.48297 -1.51394 1.33837 1.183 0.346 0.113
H 3.14004 -0.43491 0.74976 0.404 0.503 0.689
H 0.56651 0.50956 -2.17502 -1.828 1.531 -3.694

---

Record 3
13
Properties=species:S:1:pos:R:3:forces:R:3 method="wB97M-V/def2-TZVPD" homo_lumo_gap_ev=8.9 energy_ev=-8239.4455 homo_energy_ev=-15.32 e_lumo_ev=-6.431 charge=+1 relative_energy_kcal_mol=154.4
C -0.29808 -1.15602 -1.66879 -0.441 1.449 0.490
C -1.21681 1.84009 0.74198 -0.951 -1.380 -2.000
C 0.82078 -0.43110 0.43742 0.928 -2.197 3.590
N -0.05654 -0.35686 -0.70021 0.586 -0.076 0.542
N -1.40686 1.02465 -0.25191 -0.606 0.750 -3.050
O -2.07780 0.93424 -1.24905 0.094 0.539 2.213
H 0.20948 -2.13192 -1.79909 0.042 0.757 0.131
H -1.07760 -0.85937 -2.44502 0.693 -0.249 1.271
H -1.94289 2.61893 0.92623 -0.347 -0.121 -0.353
H -0.41438 1.73844 1.38260 1.518 -0.509 1.038
H 1.67040 -1.25363 0.50465 -1.886 1.471 -0.896
H 1.32011 0.48881 0.88584 -0.780 -0.596 -1.705
H 0.10299 -0.70449 1.30934 1.151 0.163 -1.271

---

Record 4
13
Properties=species:S:1:pos:R:3:forces:R:3 method="wB97M-V/def2-TZVPD" homo_lumo_gap_ev=10.2 energy_ev=-17819.3013 homo_energy_ev=-9.32 e_lumo_ev=0.929 relative_energy_kcal_mol=27.1
C -2.31134 -1.11546 0.10613 -1.081 -0.734 -0.437
C -2.28007 0.11114 -0.42356 0.483 0.058 1.436
C -1.28913 1.14566 0.04584 -1.141 -1.554 -1.322
C -0.01711 0.91853 0.32536 1.039 1.569 1.474
C 0.72284 -0.38726 0.37299 -2.348 -0.037 0.994
Cl 2.30642 -0.18502 -0.23415 1.648 -0.091 -0.332
H -1.75893 -1.44046 0.97953 0.354 0.144 -0.217
H -3.03724 -1.87035 -0.27840 0.560 0.746 0.375
H -3.11671 0.34510 -1.07568 0.521 0.375 -0.377
H -1.57293 2.16624 0.02246 -0.538 0.779 0.035
H 0.51438 1.87624 0.64168 -0.181 -1.625 -0.458
H 0.65576 -0.89890 1.36490 0.649 0.797 -0.457
H 0.15548 -1.06824 -0.23445 0.034 -0.427 -0.716

---

Record 5
15
Properties=species:S:1:pos:R:3:forces:R:3 method="wB97M-V/def2-TZVPD" homo_lumo_gap_ev="6.2 / 8.0" energy_ev=-38071.6083 s_squared=3.756 spin_multiplicity=4 homo_energy_ev="-15.53 / -17.41" e_lumo_ev="-9.368 / -9.364" charge=+2 relative_energy_kcal_mol=0.0
O 1.94143 0.77653 0.08039 1.110 -1.088 0.296
C 0.97371 1.67092 -0.21920 -1.082 1.278 -0.873
C -0.44712 1.28239 0.06241 0.237 0.152 0.363
Li 3.36548 1.66086 0.77710 0.270 0.800 -0.003
H 1.21440 2.41427 -0.98783 0.000 -0.239 0.342
H -0.65479 1.35017 1.14605 0.001 0.073 -0.227
H -1.11773 1.99722 -0.43598 0.162 -0.201 0.134
C -1.30105 -1.05395 0.42091 -0.283 0.001 0.022
C -0.77903 -0.12040 -0.40426 0.717 -0.098 -0.076
O -1.72014 -2.24618 -0.02423 0.472 0.232 -0.350
H -1.42193 -0.86548 1.49349 -0.179 0.169 -0.098
H -0.71611 -0.32750 -1.47933 -0.214 -0.065 0.210
H 1.61699 -2.82900 -0.92801 0.131 0.671 -0.053
H -2.62207 -2.42699 0.25992 -0.206 -0.356 0.323
Tm 1.66797 -1.28286 0.23857 -1.136 -1.329 -0.009

---

Record 6
21
Properties=species:S:1:pos:R:3:forces:R:3 method="wB97M-V/def2-TZVPD" homo_lumo_gap_ev=10.2 energy_ev=-7484.7681 homo_energy_ev=-9.11 e_lumo_ev=1.126 relative_energy_kcal_mol=35.2
C -2.23547 -0.01864 1.27847 0.039 0.039 0.075
C -1.99372 0.05654 -0.20205 0.085 0.132 -0.130
C -1.14893 0.86225 -0.84851 -0.158 -0.105 0.056
C -0.22523 1.89062 -0.26277 0.019 0.001 0.085
H -1.54252 0.60334 1.85235 -0.111 -0.089 -0.093
H -3.25485 0.30651 1.52162 0.140 -0.054 -0.038
H -2.13863 -1.05072 1.63656 -0.008 0.136 -0.057
H -2.59045 -0.62982 -0.80436 0.088 0.106 0.072
H -1.10553 0.77496 -1.93470 -0.036 0.002 0.154
H 0.79523 1.73455 -0.63339 -0.148 0.024 0.049
H -0.19641 1.86332 0.83042 -0.014 0.008 -0.175
H -0.52944 2.90077 -0.56459 0.049 -0.149 0.023
C 1.29310 -1.48836 -1.41918 0.106 0.045 0.094
C 2.21910 -1.06214 -0.56463 -0.082 -0.090 -0.123
C 1.95058 -0.67980 0.86251 -0.069 0.019 0.043
H 1.54178 -1.76555 -2.44035 0.009 0.044 0.155
H 0.24841 -1.56412 -1.12537 0.178 0.007 -0.031
H 3.25549 -0.99155 -0.89760 -0.140 -0.014 0.036
H 0.87425 -0.65383 1.06638 0.160 -0.024 -0.042
H 2.41391 -1.39522 1.55350 -0.046 0.106 -0.106
H 2.36935 0.30689 1.09567 -0.060 -0.145 -0.045